--- A ---
Density functional theory data (ωB97M-V/def2-TZVPD) for 2 unconnected molecules or ions with the total composition CH3F3Si.

Summary:
**Frontier orbital gap**: 7.69 eV

Cartesian coordinates (Å):
C  1.7466  0.2195  0.3226
F  2.0253  1.4078  -0.2389
F  1.1977  -0.6492  -0.5323
F  2.9961  -0.1805  0.6912
Si  -2.4224  -0.0327  -0.5384
H  -3.3454  -0.3982  0.6924
H  1.0606  0.4143  1.2637
H  -3.2584  -0.7809  -1.6603

--- B ---
Density functional theory data (ωB97M-V/def2-TZVPD) for CH3F3Si in the gas phase.

Summary:
**SMILES**: F[SiH2]C(F)F
**Frontier orbital gap**: 11.56 eV

Cartesian coordinates (Å):
F  -1.0445  -2.2152  -0.2443
Si  -0.0684  -0.9137  -0.1151
C  -1.2859  0.6606  0.1633
F  -1.9779  0.9027  -1.0602
F  -2.2476  0.4126  1.0667
H  1.1130  -0.8880  0.7491
H  0.2661  -0.7147  -1.4954
H  -0.7412  1.6773  0.1955

Least stable: A

--- A ---
Density functional theory data (ωB97M-V/def2-TZVPD) for a molecular structure, H16O10V.

Summary:
**Total charge**: +1
**Frontier orbital gap**: 5.17 eV

Cartesian coordinates (Å):
O  -0.4902  -0.7412  -0.0135
V  0.4422  -0.2618  -1.2427
O  0.8377  -1.6515  -1.9415
O  1.4143  -1.4960  6.1879
H  0.6993  -1.0700  5.7151
H  1.0257  -1.7629  7.0210
O  3.1911  2.4520  -4.4531
H  4.1468  2.4036  -4.4760
H  2.9729  3.1712  -5.0458
O  -6.4886  0.1916  -1.7759
H  -6.1191  -0.2031  -0.9860
H  -6.5830  1.1192  -1.5591
O  -2.4296  1.1930  -4.3810
H  -2.1411  1.1796  -5.2936
H  -3.3747  1.0479  -4.4259
O  1.9310  -6.7730  0.0538
H  1.7092  -6.1902  -0.6725
H  2.8734  -6.6572  0.1752
O  4.8045  -0.1087  0.4452
H  5.4911  0.1462  -0.1710
H  5.1948  -0.8141  0.9612
O  0.5571  4.2476  0.0720
H  0.9185  4.6772  0.8473
H  0.0565  4.9329  -0.3707
O  -3.2578  0.2025  5.3437
H  -3.5029  1.1028  5.1304
H  -3.8793  -0.3375  4.8555

--- B ---
Density functional theory data (ωB97M-V/def2-TZVPD) for a molecular structure, H16O10V.

Summary:
**Total charge**: +1
**Frontier orbital gap**: 10.51 eV

Cartesian coordinates (Å):
O  -0.7721  -1.8162  0.0783
V  0.2152  -0.6388  -0.2469
O  1.3300  -1.1906  -1.2224
O  -0.8717  0.7049  1.3536
H  -0.4503  1.3217  2.0389
H  -1.5284  0.1736  1.8001
O  -0.8824  0.3948  -1.4507
H  -1.4735  -0.2083  -1.9615
H  -0.3407  0.8773  -2.0865
O  1.2006  -1.0086  1.5420
H  0.4732  -1.3851  2.0964
H  1.8053  -1.6976  1.4451
O  -1.2835  -1.7400  -3.4377
H  -0.6312  -2.2486  -3.1390
H  -1.9911  -2.2719  -3.7726
O  0.8077  2.3223  3.0982
H  1.5724  1.9952  3.6867
H  0.8783  3.2974  3.1917
O  1.2366  1.3644  -0.1265
H  2.0812  1.4258  -0.4823
H  1.1987  1.9079  0.7223
O  -0.9887  -1.7622  2.7107
H  -1.4270  -2.5847  2.6092
H  -0.8494  -1.6207  3.6416
O  0.1090  1.4221  -3.6732
H  -0.0198  0.8039  -4.3401
H  0.6013  2.1618  -4.0756

Least stable: A

--- A ---
Density functional theory data (ωB97M-V/def2-TZVPD) for C5H8ClN in the gas phase.

Summary:
**SMILES**: Cl[C@@]12CCN[C@@H]1C2
**Frontier orbital gap**: 10.28 eV

Cartesian coordinates (Å):
Cl  0.9733  -1.5802  1.9415
C  0.1410  -0.4965  0.8713
C  0.8857  0.7878  0.4651
C  0.8321  0.7269  -1.0615
N  -0.3119  -0.0971  -1.4520
C  -0.5385  -1.0150  -0.3694
C  -1.3461  -0.4906  0.8527
H  0.3235  1.6768  0.8318
H  1.8875  0.7881  0.8567
H  1.7686  0.2563  -1.3663
H  0.8242  1.6856  -1.6183
H  -1.1213  0.5232  -1.5779
H  -0.5767  -2.0632  -0.6078
H  -1.8419  -1.1665  1.5210
H  -1.8994  0.4644  0.7133

--- B ---
Density functional theory data (ωB97M-V/def2-TZVPD) for C5H8ClN in the gas phase.

Summary:
**SMILES**: C[C@@H]1C=C(Cl)N1C
**Frontier orbital gap**: 8.88 eV

Cartesian coordinates (Å):
C  1.2097  -0.9291  -1.0040
C  0.6712  -0.4094  0.2729
C  -0.3585  -1.4106  0.9905
C  -1.3375  -0.4546  0.7345
Cl  -2.9398  -0.3108  0.9387
N  -0.4909  0.4848  0.0221
C  -0.4869  1.9598  0.0681
H  0.3109  -1.3770  -1.5656
H  1.9053  -1.6437  -0.8758
H  1.6431  -0.2176  -1.7290
H  1.5030  -0.0593  0.8434
H  -0.4105  -2.4102  1.1356
H  -0.4700  2.2002  -0.9920
H  -1.2183  2.4227  0.7017
H  0.4693  2.1547  0.4589

Least stable: B

--- A ---
Density functional theory data (ωB97M-V/def2-TZVPD) for a gas-phase ion, C3H6N (charge +1).

Summary:
**SMILES**: C#C[NH2+]C
**Total charge**: +1
**Frontier orbital gap**: 11.61 eV

Cartesian coordinates (Å):
C  2.2966  0.1102  -0.1323
C  1.0853  -0.3223  -0.0835
N  -0.2549  -0.7113  -0.0317
C  -1.1517  0.4773  0.0348
H  3.2587  0.5361  0.1015
H  -0.1630  -1.2740  0.9247
H  -0.6768  -1.2858  -0.6793
H  -1.1142  0.9538  -0.9180
H  -2.2431  0.3104  -0.0167
H  -1.0369  1.2056  0.8006

--- B ---
Density functional theory data (ωB97M-V/def2-TZVPD) for a gas-phase ion, C3H6N (charge +1).

Summary:
**SMILES**: C[N+]1=CC1
**Total charge**: +1
**Frontier orbital gap**: 11.16 eV

Cartesian coordinates (Å):
C  -1.3818  -0.0613  0.0004
N  -0.0278  -0.0398  0.1186
C  1.0009  -0.7797  0.0190
C  1.2630  0.6596  0.0171
H  -1.9182  0.3737  0.8553
H  -1.4294  -1.1072  0.2497
H  -1.8506  0.2983  -0.8830
H  1.3185  -1.7707  -0.2355
H  1.4749  1.3572  0.8788
H  1.5506  1.0699  -1.0203

Least stable: A